## A
# CHF3OS2

CHF3OS2 in the gas phase (ωB97M-V/def2-TZVPD, OMol25).

Values from the calculation:
SMILES string	O=[S@H](=S)C(F)(F)F
HOMO-LUMO gap	10.016	eV
LUMO	-0.5	eV

ORCA input file:
```
! RIJCOSX wB97M-V def2-TZVPD def2/J DEFGRID3
* xyz 0 1
O 0.975 -1.227 0.982
S 0.969 -0.131 0.084
S 2.071 1.428 0.261
C -0.889 0.176 0.003
F -1.315 0.425 1.264
F -1.499 -0.943 -0.472
F -1.288 1.191 -0.830
H 0.977 -0.921 -1.292
*
```

=====

## B
# CHF3OS2

2 unconnected molecules or ions with the total composition CHF3OS2 (ωB97M-V/def2-TZVPD, OMol25).

Values from the calculation:
SMILES string	FC(F)(F)S.O=S
HOMO-LUMO gap (alpha / beta)	7.785 / 7.777	eV
LUMO (alpha / beta)	-1.6 / -1.6	eV

ORCA input file:
```
! RIJCOSX wB97M-V def2-TZVPD def2/J DEFGRID3
* xyz 0 1
F -0.729 -1.104 -1.323
C -1.077 -0.009 -0.638
F -2.408 0.057 -0.691
F -0.787 -0.324 0.677
S -0.254 1.593 -1.232
H 0.606 1.644 -0.252
O 2.255 -1.370 1.154
S 2.393 -0.488 2.306
*
```

=====

Relative energy of each structure, in kJ/mol: A 36.6; B 0.0.